DFT (ωB97M-V/def2-TZVPD) results for C35H36F5N2O4OsP2Se3 as an isolated structure.

```
88
C35H36F5N2O4OsP2Se3 | the Open Molecules 2025 dataset | ωB97M-V/def2-TZVPD
H 1.5084 5.5084 2.7452
H -1.0715 4.5507 -3.7796
H -2.1578 -2.6795 5.8128
H -1.5295 0.7492 4.6154
F 6.7275 -0.0455 -1.9407
H -0.5284 -2.2457 -3.7685
N -0.6126 0.1321 2.1254
Se -2.8957 -2.0228 0.3974
H -1.1618 2.8991 5.7999
C -2.0461 3.5907 -2.1139
C 5.8461 1.4175 -0.1668
H -2.7849 -2.9118 3.4325
C -1.3870 -2.7604 5.0580
H -0.2705 4.8140 -2.2219
O -1.1930 2.4209 -2.3006
H -2.8316 2.9757 -0.1935
O -2.8917 0.5316 -1.8476
H 0.7618 0.7976 -5.6154
C -1.2390 4.7278 -2.7171
C -2.3019 -6.7881 -0.4701
C -2.2700 3.8070 -0.6233
O -0.8998 0.9242 -0.3143
C -2.3137 -5.4446 -0.1247
C -1.7412 -2.9035 3.7246
H 0.3062 1.9235 -4.3247
C 0.3958 2.3333 2.3198
P -1.4910 0.9535 -1.7618
C -0.7266 2.7544 4.8210
H 1.6335 0.7732 -4.0763
F 6.0911 -0.7524 0.9288
C 1.3492 4.5417 2.2842
H 2.4803 4.9733 0.5201
H -3.9248 4.3490 -2.8053
H 0.3766 -1.7430 -5.2070
H 0.2272 -2.6044 6.4611
H -3.1448 -4.8099 -0.4043
P -1.2558 -3.1709 1.0250
C -0.3362 -0.1091 -4.0006
C 1.6887 2.9741 0.5110
O -0.4182 0.0957 -2.5515
H 1.1323 -1.6397 -3.6113
H 2.1226 2.7078 -0.4452
H -1.7750 5.6704 -2.6040
C -0.9301 1.5254 4.1546
H -0.6686 -0.6940 2.7196
H -3.1330 -7.2081 -1.0198
C -1.6983 0.0353 -4.6590
Se 0.2987 -2.1858 -0.2692
F 4.1784 0.7679 -3.2126
C 0.1928 -1.5243 -4.1549
C -0.3882 1.3293 2.9203
C -3.3637 3.4145 -2.8517
H 1.9885 -2.8049 4.7373
C 0.5742 3.5691 2.9601
C 0.9447 -2.8352 4.4544
H -1.3146 3.8956 -0.1009
C -1.2436 -4.9116 0.5864
Se 2.7875 -0.3759 1.7128
C -0.1566 -7.0523 0.5957
H 0.1304 4.7044 4.7422
Os 0.6891 0.0281 0.5246
C -0.0086 3.7583 4.2358
C 5.3305 0.0962 0.2061
H -3.9590 2.6134 -2.4206
H -2.0638 1.0604 -4.5939
F 5.1575 2.5543 -0.0409
F 2.0514 0.2404 -1.3089
C 3.8633 -0.0974 0.2522
H 1.3741 -3.0609 2.3672
C 3.3894 0.1489 -1.0423
C 0.6537 0.9129 -4.5363
H -1.5167 0.2147 1.6397
C 5.6730 0.4657 -1.2807
C 0.5974 -2.9867 3.1198
H -3.1796 3.1789 -3.9007
C 1.8880 4.2521 1.0636
H -1.6077 -0.2280 -5.7134
C -0.0466 -2.7214 5.4209
C -1.2271 -7.5872 -0.1119
H -2.8402 4.7231 -0.4648
H 0.6796 -7.6796 0.8730
C -0.7469 -3.0171 2.7529
H -1.2205 -8.6344 -0.3834
N 0.9854 2.0503 1.1208
H -2.4310 -0.6193 -4.1899
C -0.1623 -5.7151 0.9492
C 4.3616 0.4398 -1.9535
H 0.6703 -5.3047 1.5077
```

Calculated values
gap between HOMO and LUMO (spin up / spin down): 3.6 / 3.6 eV
energy relative to the best compared isomer or geometry (same formula, charge and spin): 321.53 kJ/mol
spin multiplicity: 1
total charge: +1

***

DFT (ωB97M-V/def2-TZVPD) results for a 3-piece molecular cluster, C35H54Br2F9N2O3S3 overall.

```
108
C35H54Br2F9N2O3S3 | the Open Molecules 2025 dataset | ωB97M-V/def2-TZVPD
C -0.4844 -0.3749 -0.7984
H -3.7951 -3.4346 5.0357
C -1.6226 -0.6516 0.3869
H -7.1541 3.7212 4.7531
C -2.1363 -3.6949 -5.7415
C -2.3332 -4.0072 -4.1386
C -6.1958 1.8996 4.0190
H 9.1064 0.6528 1.1580
H -3.3198 2.2041 5.2843
H -2.8538 -4.8223 -0.1135
H -1.3260 -4.4364 -6.1893
C 8.0549 0.8177 1.6743
O -4.9524 1.2871 4.3876
H 9.4932 1.6022 3.3408
C 7.2528 0.7976 -0.6448
H 8.4015 0.7412 -0.9535
H -5.1682 3.7314 6.5975
H 1.7694 -0.5350 -2.4996
H 9.0649 3.6087 -6.7161
C 0.3490 1.0455 -0.6925
C -6.6334 -4.5324 5.0822
H 0.7826 1.3896 -1.7370
H -1.7787 -0.5052 -4.7216
C 0.9060 -1.0769 -3.1211
C -0.9220 -3.7888 -3.2657
C 1.4996 0.8976 0.4668
F -9.1448 -3.8937 5.5583
F -5.5966 -5.0445 4.1094
C -4.6596 -2.6255 5.0351
H 7.6415 1.3649 3.9420
F -7.4663 -5.0991 2.7953
F -5.4612 -3.7221 7.1279
C -1.1841 0.3700 -4.2160
H -7.0724 2.3881 5.9204
C -6.5357 2.8931 5.1086
C -1.3857 1.6976 -5.2131
H -6.0492 2.4004 3.0562
H 7.3051 2.0727 -2.5571
C 5.7682 1.7472 1.1554
C 8.8531 4.0877 -5.7558
C -3.5464 -1.6496 2.7545
H -1.5875 0.6930 -3.1628
H -0.1268 -3.4712 -4.0625
H 9.6135 6.1352 -5.8244
H 8.2793 5.9408 -3.8057
H -3.5001 -3.6119 1.5853
F -6.9109 -2.1243 6.1590
Br -2.8230 -5.9842 -4.0285
H 8.1616 2.8229 2.7912
H -3.3188 -0.5048 2.6675
H -1.7765 0.1630 1.2127
H 1.4065 -0.1857 0.9285
H 5.9951 4.7810 -5.4457
H -4.2759 -1.7622 5.7634
H -1.8739 -2.5708 -5.9353
H 7.6475 -0.2685 1.9242
H -4.7071 -2.2807 0.8961
C 8.3381 1.6847 3.0512
H -3.2424 -3.4284 -3.6823
H -5.5247 -2.7728 2.9319
C -3.6114 -2.4626 1.3336
C 0.4138 0.0060 -4.2506
H -6.9639 1.1302 3.8988
H 3.2054 2.3226 -0.2279
C -2.4511 -2.0670 0.2463
H 5.6715 2.3194 -1.5750
C 6.8328 4.6609 -4.7501
C 8.6712 5.5846 -5.8820
C -1.4416 2.8446 -6.0375
N 7.1897 1.5462 0.6689
H 3.1380 0.6325 -1.1635
H -1.7367 3.6450 -6.8583
C -4.3825 2.0302 5.4739
F -8.5598 -6.0734 4.6810
H 6.0254 0.6733 -2.5723
C 7.7236 5.8839 -4.7493
F -6.7494 -5.6323 6.1121
H 0.7659 -0.3858 -5.3194
F -9.7143 -4.4835 3.3261
H -2.6903 -2.1485 3.4196
H 7.1677 6.8163 -4.8760
H 1.0232 1.0127 -4.0802
O 7.6325 3.5644 -5.2141
H 1.2400 1.6723 1.3215
H -3.1560 -3.9741 -6.2737
C 3.0115 1.1562 -0.1211
C -2.1368 -3.1030 -1.0255
S 5.3959 3.2724 1.8826
F -8.0005 -2.8597 3.5686
H 8.1923 5.8233 -6.8390
C 6.4806 1.5348 -1.8924
C -6.0154 -3.2359 5.8038
H -4.4813 1.4242 6.3811
H -5.5473 -0.9505 3.6893
S 4.3668 0.5074 1.0311
S -8.2466 -4.4197 4.2059
H -0.4387 1.8565 -0.3172
O -2.9521 -4.3547 -1.0070
H 6.8947 -0.3293 -0.5368
Br -0.2778 -5.6121 -2.6108
H -4.7565 4.0697 4.9052
H 9.6606 3.8428 -5.0576
N -1.0963 -2.7908 -2.1196
H 1.4372 -2.0232 -3.6068
H 6.4329 4.4320 -3.7585
C -5.1708 3.3168 5.5863
C -0.2694 -1.4911 -2.0253
C -4.9708 -1.9630 3.5737
```

Calculated values
gap between HOMO and LUMO: 5.5 eV
spin multiplicity: 1
total charge: +1

***

Q: What is the formula in the second record?
A: C35H54Br2F9N2O3S3

***

Q: total charge of number 1 (C35H36F5N2O4OsP2Se3)?
A: +1

***

Q: Number 1 is which compound?
A: C35H36F5N2O4OsP2Se3